Record 1
51
Properties=species:S:1:pos:R:3:forces:R:3:lowdin_charge:R:1 method="wB97M-V/def2-TZVPD" gap_ev="6.45 / 5.63" lumo_energy_ha="-0.0036 / -0.0336" de_lowest_kcal_mol=4.3
Ca 1.076214 0.252078 -0.768854 -0.69 0.23 0.16 1.35
O -2.031013 0.520967 0.832807 -0.25 -1.48 0.22 -0.14
O 1.587171 3.399909 -1.388552 0.53 -0.11 -0.20 -0.22
O 0.429287 -1.099465 -3.824910 0.57 -0.32 -0.80 -0.09
O -1.490994 -1.858302 0.191948 0.97 -0.30 -0.65 -0.13
O 1.513089 1.180028 -2.825257 -0.44 0.17 -0.80 -0.22
O 3.137640 -1.785622 -1.853731 -0.55 -0.50 0.08 -0.07
N -0.319845 -1.858558 -0.381179 -1.26 -0.93 0.16 -0.10
N 1.703536 0.174515 1.496680 -1.09 -0.18 2.50 0.08
N 1.976198 -1.903684 -1.370700 0.60 -0.59 -0.38 -0.20
N 0.603681 0.020363 3.711201 -0.55 0.15 0.69 -0.18
N 0.790649 2.719258 -0.632360 -1.61 1.80 0.84 -0.20
N -0.967791 1.259654 0.393978 -1.02 2.83 0.80 -0.09
C 1.133132 0.103315 2.526215 1.55 0.17 -2.25 -0.25
C 1.950730 -4.271372 -2.135028 0.14 -0.41 -0.12 -0.03
C -1.681646 0.433998 -3.191816 -1.04 0.39 0.43 0.06
C 0.028493 -3.068371 -0.917867 0.30 1.21 0.37 -0.27
C -1.086288 2.560454 0.723288 0.71 -3.49 -0.58 -0.30
C -0.725798 0.582757 4.003077 -0.25 0.06 -0.35 -0.01
C 0.009196 4.850026 0.423603 -0.09 0.44 -0.06 -0.05
C 1.251810 -0.804192 4.730104 0.32 -0.32 -0.19 -0.03
C -0.938814 -4.191759 -0.894000 -0.09 -0.39 0.05 -0.02
C 1.330736 -3.110440 -1.461170 0.03 1.06 0.17 -0.27
C -2.141317 3.137696 1.601927 -0.45 -0.11 0.06 -0.03
C -0.074503 3.393089 0.155650 2.25 -0.92 -1.33 -0.32
H 0.678266 5.330265 -0.296205 -0.15 -0.14 0.11 0.07
H -0.872435 0.497243 5.085647 -0.02 0.16 -0.35 0.09
H -2.868084 2.377668 1.904610 0.19 0.18 -0.11 0.07
H 0.745659 -0.612506 5.680516 0.26 -0.09 -0.20 0.09
H 2.312531 -0.532829 4.802300 -0.27 -0.08 0.09 0.10
H 1.445391 -5.198181 -1.848339 0.18 0.15 -0.11 0.07
H -1.650390 0.373818 -4.276740 0.05 0.05 0.31 0.00
H -0.047519 -1.401772 -4.618322 0.33 0.15 0.45 0.07
H -2.665666 3.942617 1.064218 0.12 -0.20 0.27 0.09
H -1.680485 3.573108 2.504089 -0.13 -0.01 -0.32 0.09
H -1.855771 1.410533 -2.722802 0.27 -0.37 -0.26 0.01
H 1.178510 -1.872838 4.477242 -0.02 0.27 0.17 0.10
H 1.575061 2.147386 -2.559866 0.12 0.05 0.14 0.02
H -1.799244 -0.453759 0.540631 -0.43 1.04 0.48 0.01
H -1.804924 -3.965051 -1.535231 0.20 -0.02 0.29 0.10
H 1.878441 -4.168656 -3.228839 0.10 0.01 0.26 0.10
H 3.011134 -4.343983 -1.868098 -0.19 0.08 -0.13 0.09
H -0.982660 5.318910 0.373658 0.25 0.03 -0.05 0.07
H -1.306748 -4.346676 0.131078 0.02 0.08 -0.36 0.09
H -2.049105 -0.424731 -2.621907 0.36 0.22 -0.29 0.00
H 0.708905 1.052275 -3.372680 0.60 0.21 0.39 0.02
H -0.770004 1.638578 3.695841 0.03 -0.38 0.14 0.09
H 0.398427 5.037903 1.436394 -0.04 0.00 -0.19 0.09
H 1.350152 -0.937496 -4.113786 -0.53 -0.19 0.21 0.07
H -0.471568 -5.111381 -1.254111 -0.18 0.13 0.08 0.07
H -1.521412 0.033220 3.475647 0.28 0.19 0.16 0.09

Record 2
61
Properties=species:S:1:pos:R:3:forces:R:3:lowdin_charge:R:1 method="wB97M-V/def2-TZVPD" gap_ev="7.25 / 4.30" lumo_energy_ha="-0.1619 / -0.3133" s_squared=8.767 total_charge=+1 multiplicity=6
Cr -0.196313 0.317828 -0.189620 1.34 -1.28 -0.23 0.76
S -2.929418 0.307388 1.954779 -1.74 -3.64 -1.65 0.66
S -0.515500 -0.048831 2.954655 0.43 -1.41 1.14 0.73
F -5.134957 1.361854 0.997583 -1.11 0.96 -0.09 0.23
F -3.651044 0.864617 -0.527606 -0.44 1.96 1.39 0.06
F -3.330794 2.677812 0.839330 -1.16 -0.37 -0.89 0.15
F 0.926996 2.039426 3.928318 0.45 0.38 -0.10 0.19
F -0.265448 0.893242 5.384372 0.54 1.03 -1.56 0.13
F -1.257754 2.248018 3.979258 0.96 0.54 0.22 0.13
O -0.395788 2.451177 -0.863364 -1.50 -0.42 0.06 -0.25
O -3.265998 -1.097623 1.577112 0.20 3.06 0.27 -0.30
O -1.177236 -1.048990 3.801250 0.61 1.98 -2.15 -0.26
O -1.723311 -0.921487 -1.235409 -0.43 -1.64 -0.54 -0.28
O 0.093378 0.044749 -4.457533 -0.43 0.54 0.09 0.25
O 0.823159 -0.415258 2.542966 -0.12 0.56 -0.77 -0.32
O 2.218843 -4.096775 0.192315 -0.49 0.11 -1.45 -0.19
O 0.349822 0.413597 -2.391874 0.05 0.74 -1.53 0.09
O 0.913353 1.930294 -3.805661 -1.06 -1.16 0.42 0.22
O -3.235347 0.676075 3.305350 0.04 0.81 -0.78 -0.27
N -1.361772 0.543982 1.467398 -0.09 -0.40 4.77 -0.36
N 0.632774 -1.811779 -0.014714 0.45 -0.51 -1.59 -0.06
N 0.390178 0.827519 -3.587864 1.85 -0.20 -0.04 -0.49
N 1.860412 0.965340 0.144607 0.39 0.04 0.19 0.04
C 1.563575 2.290469 0.617400 -2.23 2.51 1.61 -0.42
C -3.892998 1.471202 0.719335 3.36 -2.97 0.46 -0.59
C 2.713276 3.074506 1.328078 -1.18 -0.36 -1.51 0.00
C 1.822227 -3.743546 -1.164878 -0.52 -0.23 2.01 -0.16
C -1.164781 3.162501 -1.845607 -1.76 0.10 -0.46 -0.05
C 0.744317 3.111109 -0.402037 3.16 0.61 -1.51 -0.17
C 3.577245 -3.814368 0.383722 0.62 0.01 -0.37 -0.11
C -2.530268 -0.839199 -2.410883 -0.32 1.00 -0.04 -0.07
C -0.663832 -2.484799 0.242086 -0.15 -0.15 -0.10 -0.17
C -0.207367 1.443751 4.132141 -2.67 -1.93 1.02 -0.63
C -1.596415 -2.327830 -0.933797 0.28 -0.30 1.49 -0.17
C 1.490040 -2.266375 -1.198396 -0.68 0.75 -0.75 -0.16
H 3.826935 -2.770371 0.194430 -0.26 0.60 0.84 0.08
H 0.826750 2.145492 1.407447 -0.07 -0.34 0.34 0.10
H 3.131851 2.562035 2.194265 0.07 -0.37 -0.35 0.09
H 2.326133 -1.571825 -1.279816 0.42 -0.25 0.70 0.11
H -3.540349 -1.224253 -2.271045 0.14 -0.46 0.37 0.11
H 3.415605 3.230643 0.509261 0.63 0.54 0.57 0.09
H -0.990730 -2.027495 1.175958 -0.60 -0.02 -0.31 0.09
H -1.821022 3.930353 -1.435904 0.82 0.54 0.67 0.11
H -0.696105 3.529657 -2.758653 1.06 0.11 0.58 0.10
H 2.553492 -4.101467 -1.889622 0.08 0.30 -0.08 0.13
H 1.400468 3.151441 -1.271488 0.44 0.06 -0.58 0.13
H -2.713733 0.219206 -2.595834 0.45 -0.03 -0.42 0.08
H 2.268394 3.987267 1.724360 0.31 0.23 -0.29 0.09
H -1.200779 -2.943162 -1.741840 0.22 0.57 -0.66 0.13
H 2.522699 0.931229 -0.617169 0.15 0.37 -0.47 0.12
H 4.196838 -4.240764 -0.405208 0.06 -0.94 0.11 0.09
H 1.054655 -2.077532 -2.179669 -0.82 0.00 0.09 0.11
H -0.597643 -3.543173 0.494211 0.37 -0.21 -0.27 0.15
H 0.659256 4.183795 -0.228215 -0.79 -0.15 0.92 0.15
H -1.980285 2.580786 -2.275333 0.34 -1.22 0.37 0.09
H -2.549349 -2.804855 -0.704747 -0.32 0.53 0.17 0.15
H 2.408189 0.718069 0.956332 -0.06 -1.71 0.16 0.11
H 1.190559 -2.233689 0.713960 0.42 0.86 0.91 0.10
H 0.880992 -4.268236 -1.328851 0.09 -0.26 -0.06 0.12
H -2.035936 -1.373130 -3.222461 -0.06 0.24 -0.18 0.10
H 3.839864 -4.189619 1.372822 0.24 0.33 -0.19 0.11

Record 3
48
Properties=species:S:1:pos:R:3:forces:R:3:lowdin_charge:R:1 method="wB97M-V/def2-TZVPD" gap_ev="6.26 / 6.91" lumo_energy_ha="-0.4103 / -0.3921" s_squared=2.053 total_charge=+3 multiplicity=3 de_lowest_kcal_mol=0.0
W -0.484705 0.341282 -0.897830 0.79 0.95 -0.08 1.37
S -0.080507 1.294650 -2.884452 -0.72 -0.91 1.36 0.63
S 1.360669 1.374843 -5.389347 -0.28 0.21 0.63 0.88
O -1.642946 -0.160846 0.579427 -0.27 -0.91 -0.35 -0.24
O 0.413453 3.510289 -4.105575 -0.21 -0.15 0.59 -0.15
O -1.114397 2.231776 0.258098 0.32 -0.66 -0.44 -0.13
O -1.417310 -0.140439 2.795008 -0.09 0.15 -0.44 0.15
N -0.401191 -3.425487 2.658995 -0.01 0.17 0.03 0.27
N 1.272408 0.146046 0.522396 -0.53 -0.03 -0.57 0.02
N -0.296836 -1.799910 -1.513519 0.08 0.29 0.14 -0.03
C -3.168776 2.349038 1.608034 0.00 0.03 -0.15 0.03
C -1.692813 1.977328 1.599761 -0.18 -0.20 0.53 -0.47
C 0.775304 -2.733226 -0.968882 0.41 -0.05 0.16 -0.28
C 0.152172 -2.717835 1.456100 0.42 0.09 -0.41 -0.30
C -0.877543 2.715489 2.647030 -0.03 0.01 -0.16 0.03
C 0.650426 2.254624 -4.241872 0.70 0.25 -1.43 -1.23
C 0.327927 -3.595143 0.226188 -0.22 0.10 -0.01 -0.07
C -1.583664 0.452621 1.759877 0.31 0.32 0.71 -0.53
C 1.461419 -2.031047 1.828828 -0.24 0.20 -0.04 -0.07
C 2.040993 -1.931738 -0.646120 -0.15 0.05 0.06 -0.09
C 0.880043 4.426983 -5.138078 0.23 0.30 -0.47 0.01
C 2.005715 -1.169117 0.682882 0.13 -0.34 -0.12 -0.28
H -1.651993 2.903881 -0.185488 0.11 0.11 -0.14 0.14
H 1.105313 -4.345789 0.388474 0.01 -0.03 -0.05 0.15
H 0.387676 4.203707 -6.082781 -0.07 -0.11 0.08 0.11
H -3.714509 1.824492 0.821316 -0.02 0.00 0.04 0.11
H -0.760224 -2.703402 3.300816 0.00 -0.21 0.07 0.18
H 1.933803 0.791364 0.088653 0.10 0.06 0.06 0.13
H 0.191733 2.629900 2.445149 0.01 -0.02 0.06 0.09
H 1.958547 4.334352 -5.251742 -0.02 -0.06 0.09 0.11
H 2.260702 -1.239004 -1.465334 0.09 -0.06 -0.02 0.13
H 2.217402 -2.791330 2.044155 0.06 0.05 0.04 0.15
H 3.035302 -0.919238 0.942334 -0.04 0.13 0.01 0.17
H -0.592708 -4.134579 -0.017857 0.02 0.02 -0.02 0.14
H -0.101155 -1.709263 -2.512413 -0.02 -0.09 -0.06 0.10
H 0.306964 -3.980373 3.147615 0.00 -0.04 0.07 0.19
H 0.610206 5.416971 -4.791066 -0.04 -0.05 0.10 0.11
H 1.021731 -3.426976 -1.772747 -0.10 0.05 -0.08 0.16
H -3.610412 2.084901 2.568654 0.03 0.00 0.02 0.13
H -1.088260 2.305454 3.633242 -0.02 -0.02 -0.02 0.11
H -3.291702 3.426235 1.479803 0.04 0.00 -0.01 0.12
H -1.202864 -2.270091 -1.478631 -0.08 0.03 0.06 0.13
H -1.139409 3.772425 2.653221 0.04 0.01 -0.03 0.11
H 2.876677 -2.632191 -0.607158 0.02 0.01 -0.02 0.15
H -0.585967 -1.978211 1.212287 -0.47 0.36 0.15 0.10
H -1.176543 -4.049675 2.424742 -0.08 -0.03 0.01 0.19
H 1.334924 -1.425242 2.730703 0.06 0.01 0.01 0.14
H 1.094922 0.541498 1.447106 -0.11 0.02 0.03 0.11

Record 4
45
Properties=species:S:1:pos:R:3:forces:R:3:lowdin_charge:R:1 method="wB97M-V/def2-TZVPD" gap_ev=9.06 lumo_energy_ha=0.0165 smiles="NCCCC[C@H](NC(=O)[C@@H](N)CCCCN)C(=O)O" de_lowest_kcal_mol=33.3
O -1.313203 1.162393 3.380356 0.43 1.02 1.56 0.13
O -0.057302 -1.876943 -0.567216 -0.38 1.31 0.70 0.03
O -2.346898 -0.589577 2.548568 -0.44 -0.13 0.88 0.12
N 0.877421 -4.601482 -0.772336 -1.92 -0.40 0.56 -0.02
N -0.865014 3.814706 -3.377684 -0.11 -0.29 0.11 -0.01
N 1.741172 0.294952 1.307702 -0.86 0.34 0.78 0.06
N -1.151422 -0.048626 0.063399 -1.50 0.21 -0.08 0.12
C 3.054590 -3.562728 -0.455434 1.31 -0.86 0.82 -0.22
C -2.153421 2.627114 -0.812038 -1.35 0.32 0.06 -0.20
C 2.449487 -1.143011 -0.551926 1.10 0.96 1.30 -0.14
C -2.376199 2.086808 0.639106 -1.86 -0.90 -1.78 -0.14
C -0.004751 -0.714855 -0.124763 1.43 -2.04 -2.22 -0.39
C -0.600482 4.306737 -2.016406 0.11 1.32 -1.39 -0.31
C 1.976673 -4.011614 -1.459338 1.58 -0.08 0.19 -0.33
C -1.659524 0.541845 2.432916 0.78 0.58 -2.26 -0.52
C 1.406418 -0.060728 -0.075679 -0.05 -1.46 0.62 -0.27
C -0.796311 3.311870 -0.921177 1.18 -0.45 0.39 -0.24
C -1.323182 1.059821 0.976862 0.77 -1.28 1.27 -0.25
C 2.749935 -2.349732 0.435586 1.78 0.65 -0.89 -0.20
H 3.347564 -4.498550 0.132013 -0.39 1.35 -0.44 0.13
H 1.416984 0.845006 -0.702988 0.04 -0.36 0.00 0.12
H 3.976040 -3.202466 -0.931811 -0.09 -0.65 -0.67 0.10
H 1.769882 -3.159166 -2.105183 -0.43 -0.20 -0.38 0.08
H 2.264937 -1.524684 -1.532276 -0.69 -0.11 -0.39 0.07
H 0.211373 -5.076439 -1.408281 0.70 0.57 0.57 0.08
H 2.451764 -4.825794 -2.035030 -0.17 0.49 -0.14 0.11
H 0.987252 0.045580 1.972533 0.79 0.25 -0.55 0.08
H 1.978757 -2.601135 1.061209 -2.48 -0.24 1.40 0.06
H -0.612979 3.896247 -0.015732 0.08 -0.31 0.35 0.12
H 3.424915 -0.635749 -0.710642 -0.43 0.14 0.34 0.12
H 3.611129 -2.180652 1.204332 -1.07 -0.01 -1.70 0.14
H -0.303998 1.508972 1.021631 -0.90 0.09 0.36 0.14
H -3.457701 1.601911 0.673701 2.13 0.96 0.21 0.16
H -2.221080 1.764710 -1.501815 0.08 0.37 0.25 0.10
H -2.488525 -0.594814 3.533991 -0.07 -0.54 -0.99 0.16
H 2.541795 -0.244549 1.583048 0.28 -0.02 0.26 0.05
H -1.953141 -0.640203 -0.203404 0.46 0.52 0.50 0.17
H 0.336616 -3.912807 -0.221180 0.51 -0.52 -0.74 0.05
H 0.411854 4.794411 -1.997673 -0.83 -0.62 0.15 0.12
H -2.270433 2.859241 1.390051 -0.34 0.30 0.06 0.12
H -0.178578 3.153659 -3.747627 -0.04 0.28 0.46 0.07
H -1.325879 5.135009 -1.881633 0.33 -0.25 0.08 0.11
H -3.039408 3.309095 -1.109638 1.46 -0.77 0.57 0.14
H 0.034822 2.557947 -1.026795 -0.82 0.47 0.35 0.11
H -1.729245 3.292232 -3.288300 -0.11 -0.04 -0.50 0.05

Largest force on an atom list, top to bottom, in eV Å⁻¹: 3.6, 4.8, 1.8, 3.3